# 1
A cluster of 2 separate species, C20H32F3N2O6S in total in a non-equilibrium geometry. Source: the OMol25 dataset; level of theory: wB97M-V/def2-TZVPD.

Each line ends with the Mulliken charge.
Geometry (Å):
C -1.7456 2.4606 2.7579  -0.565
C -0.2095 2.9310 2.5590  0.565
O -0.0129 3.8834 1.7565  -0.541
O 0.8532 2.2541 3.2448  -0.371
C 1.2163 1.0508 2.4643  0.020
C 1.8380 -0.0708 3.4172  -0.730
C 2.3059 -1.4169 2.6245  -0.555
C 1.5074 -1.5765 1.2456  -0.287
C 1.6404 -3.0091 0.5411  -1.355
C 0.2652 -3.6837 0.0719  1.978
C -0.4904 -4.4846 1.2793  -1.009
C -0.7118 -3.6070 2.5883  0.203
O -0.0364 -3.9108 3.6107  -0.547
O -1.5761 -2.4903 2.7218  -0.416
C 0.6984 -4.8781 -0.9599  -1.516
N 0.3349 -4.5945 -2.3836  0.115
C -1.1242 -4.3666 -2.6390  -1.297
C -1.8779 -3.5509 -1.4714  0.314
N -2.9647 -2.6683 -2.0612  -0.637
C -3.7900 -2.3358 -1.1079  0.435
S -4.5927 -1.5633 0.1360  -0.160
C -0.8097 -2.6850 -0.5846  0.194
C -0.2112 -1.5773 -1.5803  -1.628
H -1.7380 1.3078 2.7053  0.110
H -2.4250 2.8462 1.9276  0.273
H -2.1344 2.7588 3.7963  0.300
H 0.2294 0.7238 1.9559  -0.004
H 1.9197 1.4179 1.6433  0.200
H 1.0488 -0.3426 4.2082  0.244
H 2.7328 0.3808 3.9730  0.323
H 3.4334 -1.3575 2.4773  0.369
H 1.9753 -2.2936 3.2975  0.187
H 1.8168 -0.7899 0.4612  0.588
H 0.3945 -1.3653 1.4810  -0.274
H 2.3785 -2.9712 -0.3322  0.478
H 2.0995 -3.7223 1.3305  0.400
H 0.2398 -5.3329 1.5625  0.537
H -1.4488 -5.0004 0.9406  0.413
H -2.3688 -2.6434 2.1573  0.330
H 0.3105 -5.9080 -0.6101  0.350
H 1.8495 -4.9777 -0.9301  0.418
H 0.9027 -3.8014 -2.7570  0.478
H 0.6304 -5.4175 -2.9534  0.430
H -1.6702 -5.3546 -2.8817  0.291
H -1.1946 -3.7525 -3.6162  0.377
H -2.4342 -4.3305 -0.8444  0.473
H -1.4167 -2.1560 0.2212  0.529
H -0.2388 -0.5147 -1.1291  0.208
H 0.9094 -1.7829 -1.7935  0.349
H -0.7164 -1.5163 -2.5998  0.353
C -0.5760 5.4991 -0.9527  -0.766
C 0.8205 6.0156 -1.2330  -0.217
O 0.9118 6.5353 -2.5693  -0.316
C 0.4711 7.7981 -2.7445  0.367
O 0.0192 8.4855 -1.8667  -0.497
C 0.6709 8.2375 -4.1918  0.853
F 0.2953 7.2902 -5.0771  -0.244
F 1.9657 8.5157 -4.4565  -0.248
F -0.0276 9.3440 -4.5003  -0.237
H -0.8733 4.7657 -1.7079  0.292
H -0.6231 5.0314 0.0330  0.131
H -1.3094 6.3081 -0.9877  0.326
H 1.5361 5.1928 -1.1670  0.291
H 1.1268 6.7670 -0.5009  0.326

Output
Net charge: +1
Strongest force on any atom in eV Å⁻¹: 5.42
E_HOMO in eV: -12.37
Lowest unoccupied orbital energy in Ha: -0.140
Multiplicity: 1

---

# 2
A structure of composition C40H40AsBrF4PRbS3 in a non-equilibrium geometry. Source: the OMol25 dataset; level of theory: wB97M-V/def2-TZVPD.

Each line ends with the Mulliken charge.
Geometry (Å):
Rb 0.9749 -0.2577 0.6268  0.992
C -3.0956 -0.2363 2.4398  -0.656
C -2.9768 1.2815 2.3617  -1.036
S -1.3823 1.8192 1.6610  0.159
C -1.8847 3.0454 0.4317  -0.128
C -2.7898 2.5564 -0.6923  -1.171
S -2.1207 1.0998 -1.5679  0.209
C -3.5468 -0.0283 -1.5573  -0.975
C -4.0866 -0.4549 -0.1969  -0.881
S -2.8056 -1.1542 0.8980  0.144
H -2.3279 -0.6316 3.1080  0.170
H -4.0758 -0.5142 2.8326  0.459
H -3.7731 1.7216 1.7617  0.370
H -3.0560 1.6893 3.3709  0.504
H -2.3562 3.8827 0.9503  0.509
H -0.9292 3.3917 0.0302  -0.300
H -3.7850 2.2938 -0.3301  0.429
H -2.9004 3.3596 -1.4222  0.545
H -4.3502 0.4205 -2.1454  0.392
H -3.1678 -0.8959 -2.0998  0.403
H -4.5487 0.3803 0.3284  0.295
H -4.8491 -1.2207 -0.3487  0.538
F 4.0776 -4.8295 6.0589  -0.365
C 3.1064 -4.6138 5.1425  0.306
C 2.7916 -5.6010 4.1963  0.416
F 3.2336 -6.8614 4.4185  -0.321
C 1.9872 -5.3137 3.1400  -0.380
F 1.5686 -6.3517 2.3616  -0.465
C 1.4677 -4.0064 2.8712  0.241
P 1.5527 -3.2971 1.1820  0.393
C 0.4589 -4.4160 0.2295  0.675
C 0.6701 -4.6487 -1.1319  -0.380
C -0.2736 -5.3193 -1.8926  -0.571
C -1.4520 -5.7617 -1.3076  -0.563
C -1.6789 -5.5261 0.0419  -0.660
C -0.7380 -4.8493 0.8012  -0.750
C 3.2062 -3.7590 0.5682  0.451
C 3.5961 -5.0770 0.3021  -0.076
C 4.8984 -5.3672 -0.0653  -0.757
C 5.8454 -4.3566 -0.1684  -0.489
C 5.4795 -3.0478 0.1159  -0.492
C 4.1789 -2.7587 0.4893  -0.576
C 1.6917 -3.0995 3.9578  -0.258
Br 0.5719 -1.5070 4.0741  -0.273
C 2.4667 -3.3821 5.0445  0.365
F 2.6053 -2.5055 6.0643  -0.360
H 1.5755 -4.2886 -1.6035  0.168
H -0.0957 -5.4727 -2.9500  0.479
H -2.1970 -6.2754 -1.9040  0.368
H -2.5999 -5.8643 0.5033  0.401
H -0.9102 -4.6625 1.8548  0.392
H 2.8645 -5.8714 0.3713  0.351
H 5.1803 -6.3938 -0.2692  0.391
H 6.8578 -4.5827 -0.4792  0.362
H 6.2096 -2.2517 0.0376  0.400
H 3.9012 -1.7324 0.7070  0.411
C 1.4086 1.4741 -3.9122  -1.084
As 1.9770 0.8318 -2.1402  0.607
C 3.7681 0.1610 -2.6244  -0.931
C 1.0247 -1.6921 -3.0308  -1.328
C 1.6744 -2.3034 -4.1166  1.545
C 2.8135 -3.1534 -3.9613  -0.510
C 3.4496 -3.7295 -5.0403  -0.616
C 3.0245 -3.4972 -6.3508  -0.563
C 1.9301 -2.6498 -6.5394  -0.445
C 1.2778 -2.0723 -5.4707  -0.517
H 1.5716 0.7000 -4.6642  0.279
H 1.9758 2.3710 -4.1532  0.436
H 0.3446 1.7182 -3.8815  0.158
H 3.7826 -0.2166 -3.6489  0.339
H 4.0214 -0.6703 -1.9606  0.022
H 4.5021 0.9561 -2.5067  0.413
H 0.0350 -1.2795 -3.2230  0.306
H 1.1348 -2.1554 -2.0526  -0.124
H 3.1902 -3.3419 -2.9589  0.203
H 4.3058 -4.3761 -4.8675  0.370
H 3.5239 -3.9642 -7.1922  0.316
H 1.5835 -2.4432 -7.5487  0.310
H 0.4213 -1.4291 -5.6503  0.296
C 2.5014 2.6173 -1.5433  -2.037
C 2.0612 3.2605 -0.3989  1.087
C 1.3208 4.4982 -0.4322  -0.798
C 0.9740 5.1789 0.7131  -0.115
C 1.3265 4.7096 1.9842  -0.615
C 2.0558 3.5203 2.0587  -0.522
C 2.4081 2.8113 0.9286  -0.464
H 1.0405 4.8906 -1.4045  0.327
H 0.4092 6.1042 0.6215  0.332
H 1.0494 5.2539 2.8790  0.338
H 2.3764 3.1513 3.0294  0.346
H 3.0701 1.9517 1.0137  0.834

Output
Net charge: -2
Strongest force on any atom in eV Å⁻¹: 1.26
E_HOMO (spin up / spin down) in eV: 0.01 / 0.14
Lowest unoccupied orbital energy (spin up / spin down) in Ha: 0.113 / 0.113
Multiplicity: 1
ΔE to the lowest compared entry with this formula, charge and spin in kcal/mol: 33.1

---

# 3
A structure of composition C2F5HoNO4S2 in a non-equilibrium geometry. Source: the OMol25 dataset; level of theory: wB97M-V/def2-TZVPD.

Each line ends with the Mulliken charge.
Geometry (Å):
Ho -0.1171 -1.9077 2.3078  1.488
N 0.3321 0.1599 -0.6730  -0.024
S -1.2618 0.4526 -0.0700  1.234
O -2.1296 0.2748 -1.2283  -0.529
O -1.3987 -0.5465 1.0481  -0.615
C -1.6091 2.1104 0.7486  0.273
F -0.4148 2.4837 1.3047  -0.138
F -1.7764 2.9907 -0.2846  -0.119
S 1.4168 -0.9146 0.0437  0.652
O 1.4850 -0.4119 1.4845  -0.714
O 0.7456 -2.2747 0.2058  -0.649
C 1.0610 0.2389 -2.1188  0.728
F 1.8633 1.2913 -1.9320  -0.180
F 0.3515 0.7438 -3.1489  -0.229
F 1.1452 -1.0046 -2.5925  -0.177

Output
Net charge: +1
Strongest force on any atom in eV Å⁻¹: 6.58
E_HOMO (spin up / spin down) in eV: -13.71 / -12.51
Lowest unoccupied orbital energy (spin up / spin down) in Ha: -0.174 / -0.257
Multiplicity: 5
ΔE to the lowest compared entry with this formula, charge and spin in kcal/mol: 0.0

---

# 4
A cluster of 2 separate species, C2H8S4 in total in a non-equilibrium geometry. Source: the OMol25 dataset; level of theory: wB97M-V/def2-TZVPD.

Each line ends with the Mulliken charge.
Geometry (Å):
C 0.0000 0.0000 0.0000  -0.701
S -0.4162 -0.7076 -1.6090  -0.045
S 0.6953 0.4577 -2.9709  -0.211
H -0.1653 1.0896 -0.0461  0.250
H 1.0539 -0.1849 0.2679  0.283
H -0.6432 -0.4203 0.7914  0.270
H -0.0645 1.5727 -3.0162  0.154
C -1.5471 8.4698 -0.8065  -0.738
S 0.2175 8.4011 -1.3001  -0.057
S 0.9890 7.0437 0.0974  -0.210
H -1.5797 8.8421 0.2313  0.279
H -1.9341 7.4371 -0.8221  0.276
H -2.2044 9.1013 -1.4276  0.289
H 1.1518 5.9333 -0.6529  0.160

Output
Net charge: 0
Strongest force on any atom in eV Å⁻¹: 1.08
SMILES: CSS.CSS
E_HOMO in eV: -9.11
Lowest unoccupied orbital energy in Ha: 0.010
Multiplicity: 1
ΔE to the lowest compared entry with this formula, charge and spin in kcal/mol: 7.0

---

# 5
A structure of composition C4H10AgCl3O2 in a non-equilibrium geometry. Source: the OMol25 dataset; level of theory: wB97M-V/def2-TZVPD.

Each line ends with the Mulliken charge.
Geometry (Å):
Ag -18.9704 4.4192 7.7534  0.696
Cl -21.1314 4.8687 5.7427  -0.480
Cl -17.4089 6.1968 9.4617  -0.764
Cl -17.6063 2.7569 5.8965  -0.437
C -20.1727 3.4599 11.2347  -0.740
O -20.8070 3.7692 9.9866  -0.265
C -22.0168 3.0316 9.5372  -0.418
C -22.0036 1.5084 9.7052  -0.626
O -20.7749 1.0537 9.2064  -0.362
C -20.7054 0.6878 7.8607  -0.727
H -19.7823 2.4450 11.3094  0.286
H -20.9771 3.3597 11.9633  0.301
H -19.4228 4.1704 11.5825  0.286
H -22.1266 3.3079 8.4885  0.256
H -22.9835 3.2903 9.9692  0.324
H -22.8233 1.1506 9.0823  0.418
H -22.2795 1.2239 10.7206  0.405
H -20.6155 -0.3984 7.8758  0.277
H -19.6884 0.9151 7.5413  0.214
H -21.4101 1.1246 7.1532  0.359

Output
Net charge: -1
Strongest force on any atom in eV Å⁻¹: 2.28
E_HOMO (spin up / spin down) in eV: -5.54 / -5.43
Lowest unoccupied orbital energy (spin up / spin down) in Ha: 0.108 / -0.047
Multiplicity: 2

---

# 6
A cluster of 3 separate species, C9H25B3BrO7PS2 in total. Source: the OMol25 dataset; level of theory: wB97M-V/def2-TZVPD.

Each line ends with the Mulliken charge.
Geometry (Å):
C 1.9150 1.8899 0.7550  -0.689
O 1.6329 0.5652 1.1331  -0.290
C 2.0134 -0.4265 0.1915  -0.441
C 0.8476 -0.9656 -0.6345  -0.727
C -0.1350 0.1035 -1.1058  0.080
C -1.2859 -0.4937 -1.9714  -0.718
B -2.6429 0.1017 -1.5013  0.622
O -2.9552 1.4350 -1.7506  -0.608
B -4.1449 1.9667 -1.3175  0.612
O -5.1572 1.1027 -0.9428  -0.300
B -4.7542 -0.0789 -0.3694  0.888
P -5.8102 -1.0026 1.0157  -0.148
O -7.3341 -0.5692 0.5048  -0.472
Br -5.5055 0.6609 2.4500  -0.205
O -3.5575 -0.6423 -0.7539  -0.582
H 2.8701 1.9502 0.2209  0.300
H 1.1319 2.3179 0.1141  0.262
H 1.9756 2.4843 1.6686  0.243
H 2.4513 -1.2484 0.7667  0.267
H 2.7858 -0.0495 -0.4862  0.251
H 0.3078 -1.7510 -0.0951  0.381
H 1.2919 -1.4361 -1.5219  0.354
H -0.5201 0.6322 -0.2249  -0.070
H 0.4075 0.8565 -1.6879  0.332
H -1.1158 -0.2148 -3.0164  0.233
H -1.2799 -1.5827 -1.8900  0.290
H -4.3020 3.1399 -1.2189  -0.120
H -7.6132 -1.1939 -0.1659  0.307
C 6.3586 -0.0588 -3.3929  -0.955
S 4.7276 -0.7778 -3.6040  0.424
O 4.0291 -0.6246 -2.2991  -0.541
C 5.2722 -2.4858 -3.6869  -0.944
H 6.2257 1.0138 -3.2698  0.309
H 6.8232 -0.4825 -2.5031  0.303
H 6.9595 -0.2567 -4.2803  0.381
H 5.8159 -2.7319 -2.7753  0.303
H 5.9000 -2.6241 -4.5670  0.380
H 4.3817 -3.1053 -3.7686  0.308
C -1.2467 0.8375 3.4252  -0.555
S -1.5181 -0.5425 4.5386  0.478
O -2.6670 -1.3097 3.9958  -0.583
C -2.1593 0.4406 5.9007  -0.881
H -0.8779 0.4322 2.4858  -0.058
H -2.1917 1.3609 3.2760  0.282
H -0.4914 1.5001 3.8485  0.387
H -3.0320 0.9965 5.5583  0.238
H -1.3818 1.1154 6.2593  0.338
H -2.4444 -0.2485 6.6927  0.333

Output
Net charge: 0
Strongest force on any atom in eV Å⁻¹: 0.60
E_HOMO in eV: -8.55
Lowest unoccupied orbital energy in Ha: 0.009
Multiplicity: 1